Record 1
C43H93N2O29P7S | ωB97M-V/def2-TZVPD

Atoms and positions in Å:
C  10.151023  -2.271918  1.348417
C  8.719496  -1.993085  0.882176
C  7.666948  -3.104174  1.026726
C  8.371746  -0.809859  0.365153
C  6.945916  -0.248028  0.368037
C  6.391446  -0.127850  -1.072965
C  4.957689  0.506223  -1.194668
C  4.325323  0.922992  0.147725
C  4.012463  -0.369682  -2.084071
C  3.676139  -1.741360  -1.413623
O  2.304485  -2.148455  -1.601652
P  1.505580  -2.527645  -0.267625
O  2.338890  -3.113572  0.786088
O  0.566086  -1.347431  0.300929
C  1.077186  -0.013539  0.170224
C  -0.152039  0.876450  -0.152703
C  -1.271726  0.708965  0.907915
C  -1.621428  2.009757  1.685040
S  -1.941273  3.446564  0.604987
C  -0.603818  4.550930  1.000257
N  -0.723289  5.771926  1.389552
N  0.567090  6.214562  1.591179
C  1.363293  5.252959  1.317503
O  0.685283  4.129048  0.935781
O  0.463678  -3.672124  -0.753136
C  -0.648777  -3.726192  0.184537
C  -1.310756  -5.100409  0.197808
C  -2.473283  -5.202787  1.228226
C  -2.205812  -4.504769  2.557520
C  -3.011998  -3.519736  3.111643
C  -2.651756  -2.912300  4.322291
C  -1.489301  -3.258447  4.993245
C  -0.666138  -4.268557  4.454826
C  -1.036785  -4.858286  3.260609
H  10.631816  -1.317217  1.603573
H  10.758728  -2.772123  0.576330
H  10.135787  -2.909737  2.245509
H  7.115954  -3.006621  1.977391
H  6.957012  -3.102681  0.173919
H  8.185178  -4.075613  1.060361
H  9.183634  -0.195826  -0.053106
H  6.332925  -0.857560  1.046160
H  7.039956  0.745906  0.840422
H  6.380123  -1.124190  -1.541056
H  7.098262  0.513916  -1.624003
H  5.082903  1.446221  -1.765478
H  5.010365  1.550134  0.741634
H  4.092015  0.062695  0.801989
H  3.393225  1.496231  0.037931
H  3.098558  0.223361  -2.270509
H  4.543873  -0.501663  -3.038634
H  4.307761  -2.487977  -1.916046
H  4.000235  -1.670992  -0.368719
H  1.785456  0.128444  -0.650763
H  1.447623  0.315898  1.152814
H  -0.547874  0.488242  -1.110168
H  0.130805  1.919585  -0.355972
H  -2.193453  0.321516  0.445111
H  -0.991652  -0.038690  1.671089
H  -0.776759  2.219475  2.359977
H  -2.520341  1.811033  2.284554
H  2.440645  5.343358  1.415943
H  -1.394851  -2.951474  -0.050084
H  -0.212746  -3.581310  1.186710
H  -0.566985  -5.877036  0.451930
H  -1.722589  -5.399802  -0.780347
H  -2.817275  -6.237413  1.371168
H  -3.328857  -4.668363  0.767280
H  -3.923017  -3.195069  2.601993
H  -3.284109  -2.119555  4.734628
H  -1.186379  -2.767965  5.922057
H  0.255886  -4.526636  4.980340
H  -0.390124  -5.633914  2.836288
C  7.415158  -2.789654  -7.460593
O  8.270515  -3.316484  -6.425390
P  7.591722  -3.444735  -4.880710
O  8.811751  -3.041727  -4.119197
O  7.414922  -5.058977  -4.995319
C  8.379369  -5.867075  -5.661125
O  6.445468  -3.408955  -3.691023
C  6.845725  -3.844731  -2.395305
H  7.984171  -2.750633  -8.386567
H  6.545549  -3.437112  -7.604836
H  7.085728  -1.780999  -7.204938
H  9.396083  -5.520149  -5.474870
H  8.175511  -5.880450  -6.731473
H  8.278961  -6.883014  -5.281859
H  7.479463  -3.096466  -1.922301
H  7.362150  -4.802451  -2.450996
H  5.945798  -3.963156  -1.790440
C  -3.737692  6.168060  1.372046
O  -5.024534  6.547216  1.918064
P  -4.994146  7.530288  3.287583
O  -6.148382  6.887126  3.989893
O  -5.418083  8.862842  2.452577
C  -6.340040  8.798532  1.371077
O  -4.379746  8.481877  4.488031
C  -5.314221  9.096107  5.367875
H  -3.907802  5.526438  0.511701
H  -3.180350  7.051431  1.054318
H  -3.165851  5.619540  2.116287
H  -7.147781  8.093304  1.568963
H  -5.817017  8.525458  0.454833
H  -6.765318  9.792528  1.238131
H  -5.734398  8.362513  6.053056
H  -6.107563  9.591839  4.809357
H  -4.766157  9.838408  5.947992
C  -5.614258  2.430187  3.505046
O  -6.776745  1.593345  3.689115
P  -6.549366  -0.062198  3.433485
O  -7.864174  -0.325261  2.776348
O  -6.553807  -0.398519  5.027255
C  -7.406389  0.298473  5.929991
O  -5.754614  -1.484118  3.142880
C  -6.528844  -2.678821  3.192617
H  -5.897830  3.465386  3.685505
H  -4.829953  2.145125  4.213679
H  -5.239888  2.335535  2.482941
H  -8.383653  0.499032  5.490398
H  -6.934360  1.230169  6.240290
H  -7.538471  -0.327711  6.811417
H  -7.164636  -2.759263  2.313214
H  -7.129736  -2.715636  4.100427
H  -5.828355  -3.514682  3.192389
C  1.879933  0.760323  -6.682068
O  0.470612  0.946583  -6.434488
P  0.059702  1.881479  -5.087837
O  -1.124197  1.070272  -4.667220
O  -0.342578  3.172274  -5.991845
C  -0.982183  3.017909  -7.255175
O  0.253745  2.863737  -3.773748
C  -0.930697  3.318469  -3.128947
H  1.991239  0.132095  -7.562718
H  2.365908  1.722335  -6.867837
H  2.353049  0.265574  -5.831841
H  -1.706887  2.203538  -7.245331
H  -0.233617  2.846159  -8.027365
H  -1.502028  3.946132  -7.487615
H  -1.387766  2.509296  -2.562725
H  -1.638094  3.727686  -3.849786
H  -0.641706  4.105220  -2.430968
C  -1.987688  -3.372047  11.980735
O  -0.726833  -3.988922  11.646551
P  -0.128993  -3.685567  10.093527
O  0.422863  -5.051054  9.847555
O  0.991141  -2.633383  10.634305
C  1.665359  -2.837396  11.870925
O  -0.020662  -3.018830  8.585858
C  1.114873  -3.370268  7.803972
H  -2.252707  -3.664579  12.994116
H  -1.904474  -2.282468  11.935559
H  -2.769258  -3.710818  11.298720
H  1.892333  -3.890431  12.039283
H  1.062727  -2.445852  12.690099
H  2.598842  -2.277302  11.835918
H  1.022745  -4.390562  7.435723
H  2.035968  -3.256583  8.374456
H  1.142783  -2.698469  6.945238
C  -4.571743  0.323245  -8.160635
O  -4.239786  1.413099  -9.051975
P  -5.011495  1.377399  -10.555219
O  -3.852044  1.870153  -11.360093
O  -6.041811  2.574994  -10.155350
C  -5.629710  3.668553  -9.344491
O  -6.044910  0.884615  -11.743632
C  -6.078213  1.662640  -12.935410
H  -4.003161  0.446458  -7.241215
H  -5.639219  0.335895  -7.923607
H  -4.307493  -0.632787  -8.615384
H  -4.612368  3.984623  -9.577973
H  -5.708768  3.399233  -8.291445
H  -6.308755  4.498245  -9.536483
H  -5.183236  1.490610  -13.529820
H  -6.183809  2.722394  -12.705912
H  -6.944115  1.331536  -13.508386

Forces on the atoms, in the same order (eV/Å):
-0.3 0.1 -0.6
-0.3 -0.3 -0.1
0.4 0.3 0.4
0.0 0.0 0.2
1.0 -0.3 -0.6
-0.5 0.3 0.6
-0.1 0.4 -0.4
0.1 -0.2 0.5
0.0 0.3 0.7
1.5 0.8 -1.1
-0.7 0.6 0.9
-0.3 -2.6 0.6
0.6 0.7 0.2
1.1 -0.2 -1.5
-1.6 1.7 0.4
-0.2 -1.1 -0.4
-0.2 0.6 0.1
0.7 -0.9 0.0
0.5 0.3 0.1
-0.8 -0.9 0.2
0.1 -0.4 -0.1
0.3 0.8 0.0
-0.4 0.3 0.2
0.5 0.3 0.0
-0.3 1.6 -0.2
-0.2 -0.8 0.5
0.1 -1.0 0.2
-0.7 1.4 -0.4
0.8 -0.5 0.3
0.0 0.1 -0.1
-0.2 0.4 0.1
0.4 -0.5 -0.2
-0.4 0.7 0.3
0.2 -0.5 -0.2
0.0 -0.4 -0.1
-0.2 0.0 0.3
0.0 0.2 -0.3
0.0 -0.1 -0.3
0.4 0.0 0.7
-0.2 0.2 -0.1
-0.4 0.3 0.6
0.0 0.1 -0.4
-0.2 -0.3 -0.3
0.2 0.3 0.1
-0.2 -0.4 0.0
-0.1 -0.3 0.2
-0.2 -0.2 -0.4
0.0 0.3 -0.3
0.3 -0.1 -0.2
0.2 -0.4 0.0
-0.4 -0.2 0.1
-0.4 0.0 0.3
-0.6 -0.4 -0.1
0.1 -0.4 0.4
0.5 -0.3 -0.4
0.2 0.3 0.3
0.0 -0.3 0.4
0.3 0.1 0.0
0.0 0.2 -0.3
-0.4 0.3 -0.2
0.3 0.4 -0.1
-0.3 -0.7 -0.2
0.4 -0.1 0.1
-0.5 0.2 -0.3
0.0 0.4 -0.2
0.3 0.3 0.2
0.4 0.2 0.0
0.2 -0.3 0.2
0.4 -0.1 0.1
0.1 -0.3 -0.2
-0.3 -0.1 -0.3
-0.3 -0.1 -0.3
-0.2 0.3 0.1
0.0 -0.2 -0.2
-3.1 1.8 0.2
5.5 -4.1 3.7
-0.7 0.7 -0.5
-0.6 0.2 -0.1
0.0 -0.1 -0.3
-1.7 1.4 -2.8
0.5 0.0 0.5
0.1 0.0 0.1
0.0 0.0 -0.1
0.0 0.0 -0.1
0.0 0.1 0.0
0.1 0.0 0.0
-0.1 0.1 0.1
0.2 -0.1 -0.1
0.1 0.1 -0.1
-0.2 0.0 -0.3
-0.2 0.2 -0.2
3.2 0.2 1.4
-7.5 1.9 0.6
1.0 -0.4 -0.1
0.6 0.1 0.1
0.1 0.0 -0.3
2.9 -1.4 -1.7
-0.5 0.0 0.4
-0.2 0.0 0.1
0.1 -0.1 0.0
0.0 0.0 -0.1
0.1 -0.1 0.0
-0.1 -0.1 0.0
0.1 0.0 0.2
-0.1 0.0 -0.1
0.0 -0.1 0.0
0.2 -0.1 -0.2
0.0 0.2 0.2
3.2 -0.7 -1.6
-6.8 -2.8 2.6
0.9 0.4 -0.5
0.6 -0.1 -0.2
0.1 0.3 0.2
2.5 2.5 -0.5
-0.5 -0.4 -0.2
-0.1 -0.1 0.0
0.0 0.1 0.0
0.0 0.1 0.0
0.1 0.0 -0.1
-0.1 0.1 0.0
0.1 -0.1 -0.1
-0.1 0.1 0.1
0.0 0.1 0.0
0.1 0.2 0.1
0.0 0.0 -0.3
2.9 0.6 2.1
-7.7 0.9 -1.1
1.0 -0.2 0.2
0.6 0.2 0.3
0.1 0.0 -0.4
3.4 -0.9 -0.9
-0.6 -0.1 0.3
-0.1 0.0 0.0
0.1 -0.1 0.0
0.0 0.0 -0.1
0.1 -0.1 0.0
-0.1 -0.1 -0.1
0.1 0.1 0.2
-0.1 0.0 -0.1
0.0 -0.1 -0.1
0.3 0.0 -0.1
0.0 0.1 0.2
-2.5 1.5 -2.1
7.2 -3.0 0.5
-1.0 0.3 0.0
-0.4 0.4 -0.3
-0.1 0.1 0.3
-3.1 1.2 1.3
0.4 -0.5 -0.4
0.1 -0.1 0.0
-0.1 0.0 0.0
-0.1 0.0 0.1
-0.1 0.0 0.0
0.0 -0.1 0.1
-0.1 0.0 -0.2
0.0 0.0 0.2
-0.1 -0.1 0.1
-0.2 0.2 0.2
0.0 0.1 0.3
-1.7 -3.2 -0.6
2.0 7.1 -2.9
-0.1 -1.0 0.4
-0.4 -0.5 0.0
0.0 0.0 0.3
-0.3 -2.5 2.6
0.3 0.2 -0.5
0.0 0.1 -0.1
0.0 0.0 0.1
0.0 0.0 0.1
0.0 -0.1 0.0
0.1 0.1 0.0
-0.1 -0.1 -0.1
0.1 0.1 0.1
0.1 0.0 0.1
-0.1 -0.1 0.2

multiplicity	1
maximum force	0.154	hartree/bohr
gap between HOMO and LUMO	0.252	Eh
SMILES	CC(C)=CCC[C@H](C)CCO[P@@](=O)(OCCCCSc1nnco1)OCCCc1ccccc1.COP(=O)(OC)OC.COP(=O)(OC)OC.COP(=O)(OC)OC.COP(=O)(OC)OC.COP(=O)(OC)OC.COP(=O)(OC)OC

Record 2
C6H4S4 | ωB97M-V/def2-TZVPD

Atoms and positions in Å:
C  -2.639586  -1.897583  -1.005666
C  -2.990268  -1.311909  0.092013
S  -1.781746  -0.445515  1.086390
C  -0.406547  -0.563475  0.023830
C  0.743018  0.118113  0.223145
S  1.125014  1.211926  1.565723
C  2.518934  2.028099  0.963812
C  2.869559  1.548669  -0.296722
S  1.940807  0.229335  -1.017564
S  -0.939208  -1.624238  -1.406152
H  -3.331265  -2.537105  -1.566652
H  -4.042230  -1.444696  0.436428
H  3.103844  2.725217  1.431117
H  3.829673  1.963161  -0.529703

Forces on the atoms, in the same order (eV/Å):
1.4 -0.2 -1.0
-1.5 0.8 2.5
-1.2 -0.1 0.5
-1.2 -0.6 -0.7
-0.3 0.3 -0.4
-1.4 -0.1 1.7
-1.4 -3.8 -5.1
-0.5 1.1 3.4
1.6 0.6 -0.7
1.4 0.2 -0.3
0.8 0.4 -0.1
1.1 0.5 0.2
0.9 1.6 1.5
0.3 -0.5 -1.5

ΔE to the lowest compared entry with this formula, charge and spin	92.3	kJ/mol
multiplicity	1
maximum force	0.126	hartree/bohr
gap between HOMO and LUMO	0.274	Eh
SMILES	C1=CSC(=C2SC=CS2)S1

| no. | E_HOMO (eV) |
| --- | --- |
| 1 | -8.57 |
| 2 | -6.78 |